C37H38AsIrN6O4SSe | ωB97M-V/def2-TZVPD

- Relative energy (zero: lowest compared OMol25 entry of this formula, charge and spin): 147.8 kJ/mol
- DFT total energy: -7201.43721 Ha
- LUMO level: -0.2383 Eh

The geometry in ORCA input format:
```
! RIJCOSX wB97M-V def2-TZVPD def2/J DEFGRID3
* xyz 2 1
Ir 0.1118 -0.1861 -0.8272
N -0.6055 -3.6131 0.4776
C -1.9300 -4.1223 -0.0313
C -3.0281 -3.0594 0.0601
C -2.9304 -1.8983 -0.9390
N -2.0762 -0.7805 -0.4059
C -2.5531 -2.3978 -2.3442
C -1.4506 -3.4440 -2.4302
N -0.1436 -2.8041 -2.1502
C -1.7385 -4.5952 -1.4649
H -0.6866 -2.8956 1.2041
H -0.1181 -3.1467 -0.3176
H -0.0230 -4.3705 0.8323
H -2.2064 -4.9583 0.6084
H -3.1137 -2.6827 1.0846
H -3.9634 -3.5825 -0.1458
H -3.9345 -1.4884 -1.0444
H -1.9682 -0.8496 0.6029
H -2.5937 0.0794 -0.5529
H -2.3027 -1.5497 -2.9845
H -3.4581 -2.8429 -2.7636
H -1.4514 -3.8561 -3.4420
H -0.0727 -1.9576 -2.7076
H 0.6285 -3.3874 -2.4624
H -0.9539 -5.3554 -1.5187
H -2.6655 -5.0756 -1.7805
S 2.2660 -0.7661 -1.1983
C 3.3058 0.6590 -1.0115
C 4.6254 0.6107 -1.4555
C 5.4133 1.7473 -1.3702
C 4.8959 2.9406 -0.8692
C 3.5840 2.9900 -0.4322
C 2.8009 1.8396 -0.4915
As 0.9946 1.7868 0.1267
C 0.9984 2.0305 2.0214
C -0.2266 2.1419 2.6755
C -0.2532 2.3307 4.0486
C 0.9401 2.4004 4.7564
C 2.1572 2.2903 4.0968
C 2.1946 2.0946 2.7241
C 0.1929 3.4040 -0.5287
C 0.1452 4.5273 0.2914
C -0.3258 5.7278 -0.2248
C -0.7572 5.8017 -1.5400
C -0.7225 4.6754 -2.3527
C -0.2511 3.4746 -1.8481
H 5.0280 -0.3069 -1.8667
H 6.4397 1.7070 -1.7102
H 5.5141 3.8265 -0.8243
H 3.1706 3.9165 -0.0512
H -1.1554 2.1045 2.1160
H -1.1991 2.4340 4.5640
H 0.9216 2.5448 5.8287
H 3.0834 2.3505 4.6526
H 3.1419 1.9854 2.2136
H 0.4767 4.4769 1.3203
H -0.3551 6.6057 0.4067
H -1.1255 6.7396 -1.9339
H -1.0627 4.7357 -3.3783
H -0.2225 2.5999 -2.4786
O 2.2032 -0.7619 1.7320
C 1.0595 -1.0727 1.9372
O 0.0470 -0.9168 1.0800
C 0.6320 -1.7259 3.2211
C -0.6572 -1.5840 3.7353
C -1.0017 -2.1748 4.9433
C -0.0684 -2.9361 5.6341
C 1.1953 -3.0770 5.0936
C 1.5757 -2.4770 3.9110
N 2.1876 -3.9208 5.8094
O 1.8510 -4.3796 6.8773
O 3.2573 -4.0907 5.2645
H -1.3787 -0.9748 3.2034
H -1.9942 -2.0431 5.3528
H -0.3029 -3.4126 6.5751
H 2.5836 -2.5913 3.5374
Se 1.6120 0.5138 -3.7656
N 0.0690 0.4244 -2.7872
C -0.9481 0.7666 -3.5994
C -2.3226 0.9322 -3.2540
C -3.2105 1.2854 -4.2185
C -2.8169 1.5145 -5.5755
C -1.5212 1.4129 -5.9417
C -0.5489 1.0537 -4.9537
N 0.7440 0.9970 -5.2018
H -2.6414 0.8068 -2.2370
H -4.2537 1.4129 -3.9582
H -3.5692 1.7984 -6.2985
H -1.1870 1.6136 -6.9504
*
```


C9H15N3O6 | ωB97M-V/def2-TZVPD

- Relative energy (zero: lowest compared OMol25 entry of this formula, charge and spin): 700.3 kJ/mol
- SMILES: NC(=O)C[C@H](N)C(=O)N[C@@H](CCC(=O)O)C(=O)O
- DFT total energy: -967.50385 Ha
- LUMO level: 0.0161 Eh

The geometry in ORCA input format:
```
! RIJCOSX wB97M-V def2-TZVPD def2/J DEFGRID3
* xyz 0 1
N -1.0466 -0.8811 2.2681
C 0.0321 -0.0337 2.2372
O 1.1711 -0.3331 1.6731
C -0.3647 1.4835 2.5074
C -0.8283 2.2671 1.1375
N -2.0818 1.4235 0.7753
C 0.1817 1.8153 0.0997
O 1.3462 2.2840 0.0029
N -0.3825 0.8521 -0.6001
C 0.5252 0.2690 -1.5397
C 1.6609 -0.3808 -0.9232
C 1.6420 -1.9482 -1.1831
C 0.3447 -2.5791 -0.4633
O -0.7189 -2.7027 -1.0789
O 0.3891 -2.7097 0.9343
C -0.2874 -0.2098 -2.7802
O -1.3688 0.2723 -3.2225
O 0.4081 -1.0890 -3.4923
H -0.8274 -1.8403 1.7678
H -1.8353 -0.3032 1.9229
H -1.1354 1.4751 3.2862
H 0.4904 1.8059 3.1489
H -0.8015 3.4026 1.4864
H -2.9863 1.8028 1.2393
H -2.4190 1.5421 -0.1703
H -1.4187 0.7216 -0.5116
H 0.9483 1.3665 -1.7383
H 1.5637 0.1827 0.1488
H 2.7078 0.2487 -1.3088
H 1.8392 -2.0059 -2.2895
H 2.5651 -2.3507 -0.6615
H 1.0240 -2.1055 1.3435
H -0.3369 -1.7420 -4.0161
*
```


C18H19IN4O4Sn | ωB97M-V/def2-TZVPD

- Relative energy (zero: lowest compared OMol25 entry of this formula, charge and spin): 0.0 kJ/mol
- DFT total energy: -1729.30967 Ha
- LUMO level: -0.0196 Eh

The geometry in ORCA input format:
```
! RIJCOSX wB97M-V def2-TZVPD def2/J DEFGRID3
* xyz 0 1
Sn -0.3731 -1.7094 0.6168
C 4.4492 -2.1699 0.5279
C 4.0193 -0.8612 0.0086
N 4.8458 -0.1506 -0.7347
C 4.4683 1.0268 -1.2182
C 3.2132 1.5975 -1.0064
C 2.8834 2.9198 -1.6300
O 2.6506 3.9654 -0.6820
C 2.2843 0.8771 -0.2370
C 1.0333 1.4800 0.0884
N -0.0251 0.8237 0.5769
C -1.1825 1.5530 0.7711
C -1.5775 2.6062 -0.0723
C -2.7698 3.2833 0.1280
C -3.6116 2.9311 1.1795
C -3.2524 1.8786 2.0224
C -2.0585 1.1889 1.8238
I -1.5862 -0.4221 3.0930
C 2.6407 -0.3897 0.2851
O 1.8851 -1.1696 0.9861
H 5.4732 -2.3579 0.2032
H 3.8051 -2.9772 0.1762
H 4.3751 -2.2183 1.6129
H 5.2212 1.5266 -1.8184
H 1.9698 2.8438 -2.2362
H 3.6878 3.1890 -2.3323
H 3.4713 4.1543 -0.2046
H 0.9966 2.5703 -0.0245
H -0.9021 2.8633 -0.8801
H -3.0337 4.0832 -0.5568
H -4.5410 3.4541 1.3488
H -3.8905 1.5849 2.8418
N -0.2280 -1.0339 -1.9319
C -1.5189 -1.3622 -2.5457
C -2.6783 -1.1512 -1.5644
O -3.8498 -1.0573 -2.0229
O -2.3838 -1.0949 -0.2857
H -0.1002 -0.0288 -1.8621
H 0.5348 -1.3944 -2.4972
H -1.5424 -2.4106 -2.8644
H -1.7092 -0.7872 -3.4688
C -3.9735 -4.7587 2.5385
C -2.6342 -4.3330 2.1342
N -1.5732 -3.9760 1.8054
H -4.6678 -3.9115 2.4689
H -3.9332 -5.1180 3.5682
H -4.3116 -5.5571 1.8711
*
```


C2H3O3S | ωB97M-V/def2-TZVPD

- Relative energy (zero: lowest compared OMol25 entry of this formula, charge and spin): 257.4 kJ/mol
- SMILES: O=CC=[S@H](=O)[O-]
- DFT total energy: -701.89680 Ha
- LUMO level: 0.1354 Eh

The geometry in ORCA input format:
```
! RIJCOSX wB97M-V def2-TZVPD def2/J DEFGRID3
* xyz -1 1
O 2.3330 1.4670 0.4250
C 1.3798 0.8127 -0.0670
C 0.1116 0.5654 0.4957
S -0.9523 -0.6708 -0.1641
O -1.3594 -1.7072 0.7798
O -0.4494 -1.1126 -1.4440
H 1.3818 0.4129 -1.1651
H -0.1996 0.4110 1.7026
H -2.2455 -0.1784 -0.5628
*
```


C4H6O2 | ωB97M-V/def2-TZVPD

- Relative energy (zero: lowest compared OMol25 entry of this formula, charge and spin): 352.2 kJ/mol
- SMILES: C1=COCCO1
- DFT total energy: -306.37214 Ha
- LUMO level: 0.0375 Eh

The geometry in ORCA input format:
```
! RIJCOSX wB97M-V def2-TZVPD def2/J DEFGRID3
* xyz 0 1
C 1.4674 0.5641 -0.1007
C 1.3081 -0.8182 0.0418
O 0.0110 -1.3739 0.0301
C -1.0498 -0.5836 -0.3759
C -0.8203 0.7897 0.2923
O 0.2632 1.3300 -0.1864
H 2.3054 1.0972 -0.3406
H 2.0894 -1.5072 0.2464
H -1.3260 -0.4975 -1.4541
H -1.8934 -0.8502 0.3104
H -1.5631 1.6540 0.1134
H -0.7918 0.1954 1.4232
*
```


C9H11N | ωB97M-V/def2-TZVPD

- Relative energy (zero: lowest compared OMol25 entry of this formula, charge and spin): 470.5 kJ/mol
- DFT total energy: -404.07086 Ha
- LUMO level: -0.0056 Eh

The geometry in ORCA input format:
```
! RIJCOSX wB97M-V def2-TZVPD def2/J DEFGRID3
* xyz 0 1
C -1.7528 -0.4182 -1.2619
C 0.4194 -1.3369 -0.1492
C 1.3042 -1.1001 -1.3281
C -2.8162 0.2880 -0.7239
C -0.9465 -0.7180 -0.1589
C -1.4806 -0.2153 0.9767
C 1.4229 -0.1726 -0.0851
C 2.8032 -0.3337 0.7744
C 0.9947 1.2469 -0.3913
N -2.6802 0.3965 0.6005
H -1.5647 -0.5652 -2.2316
H 0.4494 -2.2373 0.4799
H -1.0739 -0.1397 1.8865
H -3.5793 0.9747 -1.2576
H 3.2943 -1.3289 0.5000
H 2.2973 -0.3730 1.7371
H 3.4483 0.4634 0.7549
H 1.9088 1.7541 -0.5071
H 0.3775 1.5883 0.3681
H 0.4430 1.3456 -1.2305
H -3.2688 0.8814 1.2472
*
```


C5H11NO | ωB97M-V/def2-TZVPD

- Relative energy (zero: lowest compared OMol25 entry of this formula, charge and spin): 217.7 kJ/mol
- SMILES: C=CC/C=C/N.O
- DFT total energy: -327.04843 Ha
- LUMO level: 0.0346 Eh

The geometry in ORCA input format:
```
! RIJCOSX wB97M-V def2-TZVPD def2/J DEFGRID3
* xyz 0 1
C 0.1074 -3.3373 0.2299
C -0.7325 -2.3271 0.0388
C -0.7376 -1.0197 0.7759
C -0.9096 0.1665 -0.1098
C 0.0793 1.0179 -0.3937
N 0.0960 2.0253 -1.3706
H 0.0001 -4.2519 -0.3357
H 0.9306 -3.2596 0.9311
H -1.5811 -2.5159 -0.6139
H -1.5947 -1.0913 1.4705
H 0.0943 -1.0226 1.4848
H -1.9266 0.2775 -0.4765
H 0.9146 0.9275 0.2922
H 0.9170 1.9308 -1.9612
H -0.6510 1.9669 -2.0465
O 1.9502 3.3619 0.9280
H 1.1671 3.8648 1.1659
H 1.8767 3.2863 -0.0095
*
```


C8H32FN16O8 | ωB97M-V/def2-TZVPD

- Relative energy (zero: lowest compared OMol25 entry of this formula, charge and spin): 0.0 kJ/mol
- DFT total energy: -1902.23768 Ha
- LUMO level: 0.0829 Eh

The geometry in ORCA input format:
```
! RIJCOSX wB97M-V def2-TZVPD def2/J DEFGRID3
* xyz -1 1
F 0.4228 -0.1871 -0.2332
C -4.1157 -1.6277 -2.4191
O -3.5567 -0.8297 -3.1250
N -5.2170 -1.4063 -1.7877
N -3.7615 -2.8922 -2.1380
H -5.9735 -2.0430 -1.9935
H -5.4798 -0.4384 -1.9074
H -4.2102 -3.5383 -1.5045
H -2.8422 -3.1918 -2.4299
C 0.2266 -2.2885 -3.4016
O -0.0056 -3.1497 -4.1988
N -0.5634 -1.4789 -2.7994
N 1.4514 -2.0059 -3.1538
H -0.1728 -0.9198 -2.0545
H -1.5638 -1.4714 -2.9380
H 2.0651 -2.6651 -3.6110
H 1.6671 -1.4382 -2.3468
C 2.2959 2.4132 -2.5047
O 3.0823 3.2879 -2.7629
N 2.5345 1.5879 -1.5702
N 1.0576 2.1740 -2.9696
H 1.9377 0.8023 -1.3535
H 3.4884 1.5559 -1.2400
H 0.7406 2.9298 -3.5598
H 0.4959 1.4641 -2.5218
C -2.0132 -2.5282 1.4892
O -3.1021 -2.9799 1.7447
N -1.5103 -2.3608 0.2646
N -1.1162 -2.2586 2.3996
H -0.6796 -1.8436 0.0144
H -2.2651 -2.4054 -0.4050
H -0.3405 -1.7611 1.9862
H -1.4371 -1.9584 3.3090
C -0.5847 2.0324 2.5508
O -0.6903 2.7429 3.5471
N 0.4746 1.9231 1.7881
N -1.4428 1.1616 2.1876
H 1.3734 2.2908 2.0656
H 0.5799 1.2464 1.0457
H -1.3100 0.4213 1.5135
H -2.1937 1.1637 2.8630
C 3.1212 2.0767 4.0893
O 2.9497 2.4494 2.9413
N 3.5543 2.8322 5.0123
N 2.7850 0.9005 4.5714
H 3.6774 3.7606 4.6341
H 3.3963 2.7081 6.0021
H 2.7612 0.9802 5.5779
H 2.2328 0.3951 3.8933
C 3.4392 -1.6336 0.7725
O 4.5391 -2.1359 1.0210
N 3.0843 -0.3754 0.8907
N 2.4252 -2.2797 0.4660
H 3.7082 0.3540 1.2049
H 2.1498 -0.1874 0.5569
H 1.6245 -1.7512 0.1505
H 2.5306 -3.2231 0.1208
C -2.3090 2.1553 -1.5159
O -3.3261 2.6693 -2.0594
N -2.1235 0.8841 -1.4208
N -1.4479 2.8371 -0.8351
H -1.3881 0.4364 -0.8927
H -2.8148 0.3784 -1.9560
H -0.7093 2.4078 -0.2963
H -1.6066 3.8323 -0.7683
*
```


| no. | highest occupied orbital energy (eV) |
| --- | --- |
| 1 | -12.77 |
| 2 | -9.35 |
| 3 | -7.52 |
| 4 | -4.24 |
| 5 | -8.50 |
| 6 | -8.03 |
| 7 | -8.47 |
| 8 | -6.94 |